# 1
The following is a DFT calculation (the ωB97M-V functional and the def2-TZVPD basis) of an isolated molecule of C5H11N at a distorted geometry.

Cartesian coordinates (Å):
1 C 1.5088 0.5629 1.3632
2 C 0.7103 1.2011 0.2326
3 N 0.0875 0.2092 -0.5889
4 C -0.0216 0.0957 -1.9493
5 C -1.1548 -0.3838 -0.6308
6 C -1.4176 -1.5234 0.3768
7 H 1.9684 1.3403 1.9788
8 H 0.8622 -0.0481 2.0033
9 H 2.2957 -0.0856 0.9632
10 H -0.0438 1.8900 0.6365
11 H 1.3753 1.7702 -0.4270
12 H 0.0490 1.0397 -2.5436
13 H 0.3079 -0.7840 -2.4880
14 H -2.0552 0.1368 -0.9495
15 H -2.4099 -1.9700 0.2584
16 H -1.3925 -1.1283 1.4151
17 H -0.6698 -2.3227 0.3491

As for the spin multiplicity: 1. Its HOMO energy is -8.4 eV. The structure (SMILES) is CCN1C[C@H]1C. As for the charge: 0. The molar mass is 85.15 g mol⁻¹.


# 2
The following is a DFT calculation (the ωB97M-V functional and the def2-TZVPD basis) of a cluster of 3 separate species, C2H8N3S in total at a distorted geometry.

Cartesian coordinates (Å):
1 C 3.9291 0.9268 -0.0043
2 C -0.7470 -1.7722 0.6324
3 N 0.3975 -1.9634 0.8257
4 N -3.5369 0.8954 -0.5833
5 N 3.5772 -0.1708 0.4323
6 S -2.2893 -1.4897 0.6579
7 H 4.3528 1.7511 0.6749
8 H 3.6411 1.4774 -0.9957
9 H -3.0715 1.1087 -1.4634
10 H 1.4055 -2.1820 0.7337
11 H -3.7951 1.7286 0.0345
12 H -2.7921 0.4718 -0.0055
13 H 3.1653 -0.8945 -0.1632
14 H -4.2366 0.1126 -0.7760

As for the spin multiplicity: 1. Its HOMO energy is -12.2 eV. As for the charge: +1. The molar mass is 106.17 g mol⁻¹.


# 3
The following is a DFT calculation (the ωB97M-V functional and the def2-TZVPD basis) of a structure of composition C30H34AsCl2FKN4O4PS at a distorted geometry.

Cartesian coordinates (Å):
1 K -11.9777 -20.2686 1.1130
2 C -14.0726 -21.8348 -6.7052
3 O -15.2055 -21.3191 -5.9876
4 C -15.0955 -21.1212 -4.6491
5 O -16.1295 -20.7827 -4.0124
6 N -13.8917 -21.3011 -4.1723
7 N -13.5785 -21.1864 -2.8104
8 H -14.4001 -22.2990 -7.5927
9 H -13.5253 -22.6336 -6.1646
10 H -13.3311 -20.9934 -6.8244
11 H -13.0762 -21.6277 -4.6555
12 H -13.3150 -22.1677 -2.5257
13 H -14.3983 -20.9455 -2.3197
14 C -15.2160 -18.9690 2.0201
15 P -14.9837 -19.1101 0.1632
16 C -16.3418 -20.2332 -0.3339
17 C -15.9184 -17.5530 -0.0716
18 H -16.2052 -18.4953 2.3159
19 H -14.4279 -18.2528 2.3771
20 H -15.1532 -19.9242 2.4927
21 H -17.3941 -19.9263 -0.1608
22 H -16.0348 -21.1495 0.1699
23 H -16.2320 -20.4174 -1.4018
24 H -16.8251 -17.6345 0.5259
25 H -16.2497 -17.5896 -1.0784
26 H -15.3343 -16.6653 0.1112
27 F -11.5081 -17.9163 2.1219
28 C -9.0663 -11.8374 -0.2440
29 C -10.4344 -11.9859 -0.0602
30 C -10.9378 -13.1752 0.4715
31 C -10.0794 -14.2447 0.7606
32 C -8.7302 -14.0908 0.4227
33 C -8.2257 -12.8957 -0.0309
34 As -10.8627 -15.9732 1.5783
35 C -8.9908 -16.7665 1.6449
36 C -8.1332 -16.6812 2.7373
37 C -6.8569 -17.2694 2.7249
38 C -6.4409 -18.0630 1.6059
39 C -7.2905 -18.1898 0.4983
40 C -8.6166 -17.5277 0.4908
41 C -9.6810 -17.6114 -0.6021
42 C -9.7343 -18.4954 -1.6765
43 C -10.9047 -18.5661 -2.4586
44 C -11.9734 -17.7013 -2.2056
45 C -11.8783 -16.7904 -1.1327
46 C -10.8401 -16.8561 -0.2653
47 H -8.6705 -10.8865 -0.6685
48 H -11.1464 -11.2128 -0.1866
49 H -11.9510 -13.2810 0.6703
50 H -8.0466 -14.9414 0.5232
51 H -7.1448 -12.8942 -0.2884
52 H -8.4279 -16.1308 3.6070
53 H -6.2395 -17.2114 3.6059
54 H -5.4288 -18.5255 1.7403
55 H -7.1177 -18.9172 -0.2814
56 H -8.9151 -19.1309 -1.8558
57 H -10.9561 -19.3477 -3.2063
58 H -12.8759 -17.7411 -2.7841
59 H -12.7531 -16.1539 -1.0065
60 Cl -8.3755 -24.4937 -6.2375
61 C -9.3297 -23.7194 -4.9240
62 Cl -9.4450 -24.6557 -3.4152
63 C -10.6839 -23.1138 -5.4700
64 O -11.3374 -22.4503 -4.6693
65 O -10.9171 -23.3736 -6.6388
66 H -8.7993 -22.7812 -4.7191
67 C -8.7791 -22.2062 -0.1801
68 C -9.6415 -23.1052 0.6358
69 C -9.2454 -24.3706 0.9833
70 C -10.1125 -25.2064 1.6701
71 N -11.3639 -24.9083 1.9780
72 C -11.7624 -23.6282 1.5950
73 S -13.3669 -23.0771 1.9877
74 N -10.9098 -22.7352 0.9882
75 H -7.7984 -22.7245 -0.2716
76 H -8.7918 -21.2291 0.3075
77 H -9.0439 -22.0201 -1.2183
78 H -8.2598 -24.7051 0.7031
79 H -9.7788 -26.1994 1.8805

As for the spin multiplicity: 1. Its HOMO energy is -2.8 eV. As for the charge: -2. The molar mass is 781.59 g mol⁻¹.


# 4
The following is a DFT calculation (the ωB97M-V functional and the def2-TZVPD basis) of a cluster of 8 separate species, C24H64O8 in total at a distorted geometry.

Cartesian coordinates (Å):
1 C -1.2155 -9.0832 -19.6856
2 C -2.4138 -9.9167 -20.1028
3 C -2.3001 -10.6770 -21.4065
4 O -2.5710 -10.9136 -19.0797
5 H -0.3216 -9.6994 -19.5890
6 H -1.3369 -8.4358 -18.8171
7 H -0.9784 -8.4106 -20.5099
8 H -3.2151 -9.1794 -20.1524
9 H -1.5147 -11.4315 -21.3616
10 H -2.2017 -9.9054 -22.1701
11 H -3.1858 -11.2608 -21.6568
12 H -1.8249 -11.5149 -19.1369
13 C -3.0710 -5.3756 -11.6023
14 C -3.0242 -4.3004 -12.6788
15 C -1.5704 -3.9915 -13.2000
16 O -3.8244 -4.7059 -13.7646
17 H -2.7218 -4.9336 -10.6691
18 H -2.3530 -6.1652 -11.8237
19 H -4.0056 -5.9186 -11.4620
20 H -3.5071 -3.4076 -12.2815
21 H -0.9977 -3.3911 -12.4932
22 H -1.7377 -3.3717 -14.0809
23 H -1.0244 -4.8976 -13.4625
24 H -3.4711 -5.4999 -14.1723
25 C -1.3575 -13.5941 -15.4758
26 C -1.9761 -12.7780 -14.3473
27 C -1.7329 -13.1926 -12.8957
28 O -1.6110 -11.3923 -14.4992
29 H -1.6325 -13.1370 -16.4264
30 H -1.8555 -14.5596 -15.5648
31 H -0.2690 -13.6415 -15.4429
32 H -3.0319 -12.7056 -14.6083
33 H -2.2526 -14.1078 -12.6121
34 H -2.1966 -12.4703 -12.2238
35 H -0.6594 -13.1789 -12.7071
36 H -2.3619 -10.8498 -14.2475
37 C -5.3593 -11.5867 -13.0288
38 C -5.0120 -10.1215 -13.2714
39 C -4.7190 -9.4468 -12.0029
40 O -3.9287 -10.0770 -14.1504
41 H -6.3012 -11.7656 -12.5101
42 H -4.6153 -12.0582 -12.3867
43 H -5.3389 -12.1026 -13.9888
44 H -5.7782 -9.5424 -13.7870
45 H -4.3376 -8.4296 -12.0923
46 H -3.9882 -9.9970 -11.4102
47 H -5.5888 -9.4616 -11.3461
48 H -4.2011 -10.5038 -14.9661
49 C 2.1227 -12.0437 -15.1431
50 C 1.6659 -10.9042 -16.1011
51 C 2.6163 -10.7237 -17.2876
52 O 0.3995 -11.1688 -16.6473
53 H 1.4177 -12.1010 -14.3138
54 H 3.0672 -11.7797 -14.6674
55 H 2.1653 -12.9892 -15.6837
56 H 1.5802 -10.0084 -15.4861
57 H 3.5241 -10.3080 -16.8502
58 H 2.1466 -10.1438 -18.0822
59 H 2.7872 -11.7213 -17.6922
60 H -0.3130 -11.1554 -16.0040
61 C -2.2410 -6.1431 -16.6223
62 C -2.2515 -7.4668 -15.8773
63 C -0.9120 -7.8214 -15.2191
64 O -3.2005 -7.4019 -14.8199
65 H -1.7232 -6.1212 -17.5813
66 H -1.7206 -5.3453 -16.0924
67 H -3.2485 -5.7583 -16.7797
68 H -2.5379 -8.2665 -16.5603
69 H -0.5263 -7.0517 -14.5505
70 H -0.1436 -7.8785 -15.9902
71 H -0.9837 -8.7511 -14.6548
72 H -3.3662 -8.3094 -14.5541
73 C -1.3855 -3.3188 -20.7570
74 C -2.2845 -4.1645 -19.8699
75 C -3.7187 -3.7218 -19.8822
76 O -2.0978 -5.5182 -20.2260
77 H -0.3564 -3.3687 -20.4013
78 H -1.7020 -2.2759 -20.7745
79 H -1.4261 -3.7406 -21.7612
80 H -1.9862 -4.0727 -18.8255
81 H -3.8920 -2.7181 -19.4940
82 H -4.1510 -4.4065 -19.1526
83 H -4.2022 -3.8006 -20.8559
84 H -1.2155 -5.7458 -19.9238
85 C 2.4181 -7.1689 -18.8414
86 C 1.4990 -5.9208 -18.8006
87 C 2.1008 -4.5053 -18.8214
88 O 0.7879 -5.9984 -20.0290
89 H 3.2588 -6.8266 -19.4447
90 H 2.0155 -8.1021 -19.2353
91 H 2.8348 -7.2330 -17.8362
92 H 0.7116 -6.1079 -18.0706
93 H 2.8558 -4.5094 -19.6076
94 H 2.5287 -4.3853 -17.8260
95 H 1.4182 -3.6983 -19.0877
96 H 1.3714 -6.4855 -20.6154

As for the spin multiplicity: 2. Its HOMO energy (alpha / beta) is -11.3 / -11.3 eV. As for the charge: +1. The molar mass is 480.77 g mol⁻¹.


# 5
The following is a DFT calculation (the ωB97M-V functional and the def2-TZVPD basis) of a structure of composition C30H31N5O2PRuS at a distorted geometry.

Cartesian coordinates (Å):
1 Ru 0.7696 -0.1101 1.1950
2 N 5.2936 -1.4614 1.8236
3 C 3.9999 -1.0251 1.8651
4 S 2.9061 -1.7861 0.7377
5 N 3.6717 -0.0688 2.6643
6 N 2.4586 0.4351 2.6555
7 C 2.0875 1.2356 3.6584
8 C 0.7884 1.7312 3.6983
9 C 0.2726 2.4504 4.8107
10 C -1.0450 2.7971 4.8477
11 C -1.8740 2.4300 3.7702
12 C -1.3084 1.7679 2.7016
13 N -0.0252 1.4509 2.6251
14 H 5.4224 -2.3628 1.3944
15 H 5.8559 -1.2562 2.6342
16 H 2.7886 1.4217 4.4612
17 H 0.9419 2.6708 5.6247
18 H -1.4584 3.3296 5.6883
19 H -2.9298 2.6475 3.7746
20 H -1.9320 1.4951 1.8534
21 O -1.6671 -2.8156 3.2716
22 C -0.8567 -2.3459 2.5013
23 O -0.2123 -1.2655 2.6404
24 C -0.5007 -3.1215 1.1923
25 P -0.1477 -1.8956 -0.1260
26 C -1.7789 -1.6899 -0.9205
27 C -2.8425 -1.2689 -0.1268
28 C -4.0702 -1.0035 -0.7008
29 C -4.2444 -1.1480 -2.0667
30 C -3.1894 -1.5647 -2.8602
31 C -1.9546 -1.8259 -2.2930
32 C 0.7527 -2.8817 -1.3674
33 C 0.5716 -4.2571 -1.4817
34 C 1.2714 -4.9650 -2.4445
35 C 2.1611 -4.3083 -3.2787
36 C 2.3625 -2.9439 -3.1483
37 C 1.6513 -2.2278 -2.2036
38 H -1.2847 -3.8374 0.9371
39 H 0.4398 -3.6479 1.3967
40 H -2.7013 -1.1516 0.9419
41 H -4.8951 -0.6828 -0.0835
42 H -5.2034 -0.9379 -2.5164
43 H -3.3260 -1.6868 -3.9249
44 H -1.1218 -2.1293 -2.9137
45 H -0.1111 -4.7766 -0.8253
46 H 1.1253 -6.0332 -2.5358
47 H 2.6979 -4.8638 -4.0363
48 H 3.0860 -2.4398 -3.7727
49 H 1.8051 -1.1624 -2.0735
50 C -2.1170 2.2139 -3.0832
51 N -2.0726 2.1926 -1.6463
52 C -2.5738 3.3660 -0.9805
53 C -0.9865 1.4764 -1.0482
54 C 0.3863 2.1052 -0.8568
55 C 0.7442 3.3405 -1.3709
56 C 2.0491 3.7990 -1.2627
57 C 3.0120 2.9913 -0.6861
58 C 2.6558 1.7603 -0.1568
59 C 1.3282 1.3171 -0.1644
60 H -3.0946 2.5764 -3.4010
61 H -1.9893 1.1966 -3.4511
62 H -1.3438 2.8442 -3.5417
63 H -3.6139 3.5177 -1.2772
64 H -2.0199 4.2860 -1.2089
65 H -2.5374 3.2102 0.0953
66 H -0.8287 0.5786 -1.6559
67 H -1.3173 1.1327 -0.0556
68 H 0.0149 3.9549 -1.8746
69 H 2.3221 4.7668 -1.6585
70 H 4.0425 3.3171 -0.6481
71 H 3.4380 1.1408 0.2677

As for the spin multiplicity: 2. Its HOMO energy (alpha / beta) is -7.7 / -7.7 eV. As for the charge: 0. The molar mass is 657.72 g mol⁻¹.


# 6
The following is a DFT calculation (the ωB97M-V functional and the def2-TZVPD basis) of a structure of composition C2BrClF4S2 at a distorted geometry.

Cartesian coordinates (Å):
1 C -1.8236 -0.5115 -0.0233
2 C 1.8123 0.0449 0.2653
3 F -2.4469 -1.6905 0.0055
4 F -2.8026 0.2823 -0.1056
5 F -1.1002 -0.4104 -1.1839
6 F 2.3286 0.5755 1.3891
7 S -0.6470 -0.3176 1.2933
8 S 1.5876 1.0332 -1.1244
9 Cl 0.8345 2.7316 -0.3721
10 Br 2.2572 -1.7375 -0.1439

As for the spin multiplicity: 1. Its HOMO energy (alpha / beta) is -9.0 / -9.4 eV. As for the charge: 0. The molar mass is 279.50 g mol⁻¹.


# 7
The following is a DFT calculation (the ωB97M-V functional and the def2-TZVPD basis) of an isolated molecule of C9H12N2O4 at a distorted geometry.

Cartesian coordinates (Å):
1 C -0.0003 -0.2528 -1.8267
2 C -1.5145 -0.0009 0.5874
3 C 1.0512 -2.3814 1.6134
4 C 1.5040 -1.1203 1.2947
5 C -3.0806 1.2729 -0.8461
6 C -0.5350 1.1172 -1.2581
7 C 1.3360 -0.3800 0.1430
8 C -4.1724 0.5783 -0.2041
9 C 2.9379 1.3504 0.5372
10 N 0.8575 -0.8723 -1.0205
11 N -1.7538 0.6729 -0.4912
12 O -0.4013 -0.7225 -2.8723
13 O -2.1359 -0.5809 1.4107
14 O -2.9872 2.3211 -1.4045
15 O 1.6248 0.9614 0.1069
16 H 0.9474 -2.7181 2.6636
17 H 0.5698 -3.0226 0.9078
18 H 1.9874 -0.5881 2.1220
19 H 0.0233 1.8270 -0.6611
20 H -0.8617 1.5676 -2.2895
21 H -3.8667 -0.4463 -0.1295
22 H -5.1570 0.6605 -0.8563
23 H -4.3749 1.0245 0.7682
24 H 3.0772 2.3420 0.5662
25 H 3.7039 0.9877 -0.2308
26 H 3.2339 0.7878 1.5047
27 H 1.1074 -1.7641 -1.2621

As for the spin multiplicity: 1. Its HOMO energy (alpha / beta) is -7.6 / -7.3 eV. As for the charge: 0. The molar mass is 212.21 g mol⁻¹.


# 8
The following is a DFT calculation (the ωB97M-V functional and the def2-TZVPD basis) of a cluster of 2 separate species, C6H14NO in total at a distorted geometry.

Cartesian coordinates (Å):
1 O 1.8128 1.3705 -1.2224
2 C 0.7215 1.2485 -0.7177
3 C 0.4619 0.5744 0.5422
4 C -0.9487 0.6207 0.9867
5 C -1.8015 -0.4431 0.2591
6 C -3.2631 -0.4662 0.7397
7 C -1.1920 -1.8455 0.3206
8 N 5.5554 0.9495 -1.7202
9 H -0.1910 1.4803 -1.2926
10 H 1.2272 0.3380 1.2739
11 H -1.4688 1.5774 0.9232
12 H -0.9486 0.3499 2.0472
13 H -1.8756 -0.2159 -0.8204
14 H -3.2524 -0.2450 1.8291
15 H -3.9219 0.3177 0.3601
16 H -3.6815 -1.4558 0.5940
17 H -1.3144 -2.2500 1.3703
18 H -1.7155 -2.4921 -0.3567
19 H -0.1042 -1.8076 0.0923
20 H 5.3863 0.6415 -2.6648
21 H 5.7944 0.2636 -1.0269
22 H 4.7196 1.4895 -1.5167

As for the spin multiplicity: 1. Its HOMO energy is -12.0 eV. As for the charge: +1. The molar mass is 116.18 g mol⁻¹.